1.
Formula: C12H10CaCl5CsF3LiN4O15P
Source: the Open Molecules 2025 dataset
Level of theory: the ωB97M-V functional and the def2-TZVPD basis

Geometry as XYZ:
```
53
Properties=species:S:1:pos:R:3:forces:R:3:lowdin_charge:R:1
F -0.99292 2.11199 1.51684 0.7 -1.4 -1.0 -0.181
O -1.99442 -0.28245 -3.25526 1.8 2.1 0.6 -0.238
O -1.58847 -0.73074 -8.23310 -0.2 -0.2 0.1 -0.068
C -0.56621 -0.39906 -0.09867 0.4 0.0 1.7 -0.295
O 5.67070 -5.83099 2.45634 0.0 0.0 -0.1 -0.051
C -2.84720 -1.24045 -1.22853 -2.1 -1.3 -0.3 -0.207
P 1.36729 3.73827 -0.60588 0.5 0.4 -0.3 -0.123
N -1.81456 -0.54181 -1.87168 0.5 -0.5 -1.0 -0.201
C -2.50299 -0.52119 -7.39183 -0.1 -0.2 -0.4 -0.859
O 2.87120 -4.52397 2.38764 0.0 0.6 -0.3 0.111
C -1.52979 -1.06797 0.74954 -1.2 0.9 0.0 -0.035
O -2.14263 0.43347 -6.43260 0.3 -0.1 -0.3 -0.040
F 3.82160 -4.25670 4.42780 0.1 -0.1 -0.2 0.092
H -3.72875 -1.56836 -1.78829 0.2 0.7 -0.4 0.058
N -0.61679 -0.07750 -1.35314 -0.3 -0.6 1.2 0.159
N -0.22994 1.17750 -4.19097 -0.3 0.1 0.3 0.221
O 1.74566 0.02188 -0.00927 0.1 -0.4 0.3 0.199
Cl -3.02623 8.14976 0.63796 0.0 0.0 0.0 0.511
C 0.72508 0.01063 0.59546 1.1 0.4 -0.9 -0.358
H -1.25470 0.59722 -6.79186 0.0 0.4 0.5 0.074
C -2.76722 -1.51075 0.08935 2.9 0.9 -0.1 -0.384
C 3.43480 -3.58866 3.32012 -0.1 0.1 0.5 -0.309
H 4.76415 -5.52397 2.33912 0.0 -0.1 0.0 -0.002
H 0.82614 -0.36797 2.65240 0.1 0.1 0.2 0.152
C -0.36736 1.17683 2.38328 -0.2 -1.9 3.0 -0.521
H 5.69884 -6.66619 1.98133 0.0 0.0 0.0 0.035
O 1.57303 -2.70189 2.34075 0.3 -0.2 -0.3 0.054
C -1.63821 8.38044 -0.44353 0.0 -0.1 -0.2 -2.038
C -1.07786 0.58362 -3.68500 0.0 -0.6 -0.3 -0.327
O 0.58237 2.59886 -1.24757 0.2 -0.1 0.0 -0.128
O -3.62762 -1.01513 -7.29852 0.0 0.1 -0.2 -0.076
Cl -1.75999 9.95993 -1.22777 0.0 0.0 0.1 0.533
H 2.59668 -1.66352 3.84843 -0.1 0.1 -0.2 0.140
Cs -0.49187 4.76455 1.68285 -3.1 0.9 7.1 1.384
Ca -1.63818 -3.31205 -2.40603 -1.1 2.0 -0.8 1.520
Cl -0.14246 8.30960 0.50183 -0.1 0.0 0.0 0.524
F -3.72637 -2.12468 0.73943 -0.4 -0.2 0.2 0.124
Li -2.45108 1.18392 0.51130 0.5 -0.3 -0.1 0.790
C 1.89923 -3.84410 1.72331 -0.3 0.2 0.0 -0.559
O 2.11400 3.21329 0.61703 -0.5 -0.1 0.0 -0.223
O -0.85840 1.09202 3.45876 -0.2 0.9 -0.2 0.180
H -1.32569 -1.22766 1.80137 0.0 -0.3 -0.2 0.112
C 2.27709 -2.67216 3.59781 0.2 0.1 0.7 -0.068
O 0.39766 4.85373 -0.17266 2.9 0.3 -6.3 -0.993
O 1.39770 -4.21054 0.70438 -0.2 -0.3 -0.4 0.124
O 2.36066 4.28158 -1.62296 -0.1 -0.4 -0.2 -0.096
Cl -3.74224 -1.44294 -4.41009 -0.8 -2.8 0.5 -0.026
H 4.30420 -3.10323 2.86835 0.1 -0.2 0.0 0.174
O 0.12230 -2.70485 5.47990 0.2 0.1 -0.5 -0.549
Cl -1.62863 7.11080 -1.66811 0.0 0.1 0.2 0.569
H -0.77791 -2.39923 5.62477 0.0 -0.1 0.0 -0.180
N 0.69854 0.40498 2.00251 -1.5 1.0 -2.2 0.223
H 1.60778 -3.03418 4.39330 -0.3 0.1 0.1 0.070
```
Forces are in eV/Å.

Calculated values
Electronic energy = -5457.70971 hartree
Kohn-Sham gap = 1.64 eV
Highest occupied orbital energy = -4.6 eV
Charge = -1

=====

2.
Formula: C12H10ClF3O2Pd
Source: the Open Molecules 2025 dataset
Level of theory: the ωB97M-V functional and the def2-TZVPD basis

Geometry as XYZ:
```
29
Properties=species:S:1:pos:R:3:forces:R:3:mulliken_spin:R:1
C -0.59744 -2.66112 0.03403 -0.1 0.3 0.7 0.000
H -2.41787 -2.28060 -1.20106 0.0 0.0 0.1 -0.004
Pd 0.62253 1.96201 0.53267 1.7 -2.8 1.7 1.014
C -1.54838 -1.95808 2.00689 0.1 -0.3 -0.3 0.009
H 0.57719 2.84380 -2.04846 -0.1 -0.3 0.0 -0.005
C 2.68178 0.17820 -0.27865 -1.5 -0.7 -0.4 -0.004
C -1.92014 2.07505 0.12683 -0.8 0.4 -1.1 0.177
F 4.55697 -1.19925 0.43689 0.0 0.1 -0.6 0.000
C -0.16380 2.33137 -1.44224 -1.8 1.0 1.0 -0.066
F 4.40190 -0.82451 -1.72771 0.1 0.1 0.5 0.001
H -0.50796 3.91592 0.19491 -0.7 0.2 -0.2 0.033
C -0.34959 -2.45535 1.42292 -0.8 0.1 -0.5 0.010
H 0.61934 -2.49452 1.90869 -0.1 -0.1 0.0 0.001
C -1.01714 1.22777 -1.81376 0.3 0.5 -0.4 0.323
H 0.15825 -2.92253 -0.69867 -0.1 0.0 0.0 0.001
O 1.74432 -0.62395 -0.47997 2.8 1.4 0.1 0.008
C -0.81404 2.96017 -0.23017 -0.5 -0.1 -2.2 0.154
C -1.93038 -2.26970 -0.22692 -0.1 -0.3 0.1 0.020
H -0.81549 0.52034 -2.64288 -0.2 0.6 0.7 0.018
C -2.13220 1.16485 -0.93607 0.3 0.1 0.9 0.102
O 2.62024 1.40055 0.09082 0.8 -0.7 -0.2 0.042
Cl 0.11205 0.91245 2.66248 0.2 0.7 0.2 0.148
C 4.20392 -0.28204 -0.49920 -1.1 0.2 0.6 0.007
C -2.53917 -1.87307 0.99529 0.8 0.1 0.0 -0.003
F 5.07806 0.74156 -0.35607 -0.1 -0.4 -0.3 0.000
H -2.47646 2.13686 1.06999 0.2 -0.1 -0.6 0.008
H -3.51903 -1.42660 1.10290 -0.1 -0.1 0.0 -0.001
H -2.99176 0.48353 -1.03103 0.9 0.1 0.3 0.007
H -1.63571 -1.58310 3.02755 0.0 -0.2 -0.3 0.002
```
Forces are in eV/Å.

Calculated values
Electronic energy = -1501.33078 hartree
Kohn-Sham gap (alpha / beta) = 5.08 / 3.77 eV
Highest occupied orbital energy (alpha / beta) = 0.5 / 0.6 eV
Charge = -2
Multiplicity = 3

=====

3.
Formula: C12H10ClOP
Source: the Open Molecules 2025 dataset
Level of theory: the ωB97M-V functional and the def2-TZVPD basis

Geometry as XYZ:
```
25
Properties=species:S:1:pos:R:3:forces:R:3:nbo_charge:R:1
H -3.41542 0.70887 -1.37085 0.9 -1.5 1.9 0.216
C 1.11029 2.61625 -0.74357 -1.9 0.9 0.6 -0.489
C 4.02554 -1.73440 0.52460 0.3 -3.1 2.3 -0.202
C 2.02962 -0.53427 0.10013 -2.2 -2.9 0.7 0.318
H 1.93799 -2.61327 0.60344 1.2 0.8 0.0 0.234
H 5.76821 -0.74686 0.40320 2.5 0.3 0.1 0.213
Cl -0.67934 0.70058 2.22354 0.3 0.9 1.4 -0.294
C -5.42261 -0.04789 0.24382 2.7 0.2 -1.0 -0.370
H 0.57724 2.87147 -1.74197 1.2 -0.4 1.7 0.228
C -4.13239 -0.17077 0.51035 1.3 -0.9 2.1 -0.211
H -3.67350 -0.49054 1.47930 -1.2 -0.1 -0.5 0.198
H -6.02921 -0.46556 0.96414 -2.2 -0.2 0.9 0.219
C -1.76952 0.02997 -0.18745 -1.4 -0.4 -1.0 -0.232
H 4.66722 -2.53119 1.05192 -1.6 0.6 -1.2 0.217
C 2.74863 0.58205 -0.20255 0.0 2.2 -0.5 -0.171
P -0.68711 -0.77379 0.86722 2.1 -0.7 -0.7 1.101
C 4.75912 -0.63375 0.27368 -1.7 1.8 -0.9 -0.228
H 4.71101 1.40798 -0.41884 -0.1 -0.1 0.2 0.220
C 4.13421 0.53560 -0.12261 1.4 0.3 -0.3 -0.178
O 0.64183 -0.36004 -0.07662 0.5 -0.9 0.4 -0.794
C 2.63046 -1.74252 0.44444 -1.4 0.0 -0.2 -0.266
H -5.54772 0.32667 -0.75646 -1.3 0.0 -0.1 0.208
H 0.62182 3.11533 0.21914 1.1 -0.8 -2.0 0.222
C 1.97102 1.66350 -0.57685 0.1 1.0 -0.5 0.146
C -3.05906 0.09707 -0.39077 -0.4 3.1 -3.4 -0.306
```
Forces are in eV/Å.

Calculated values
ΔE to the lowest compared entry with this formula, charge and spin = 464.5 kJ/mol
Electronic energy = -1339.81765 hartree
Kohn-Sham gap (alpha / beta) = 8.47 / 5.78 eV
Highest occupied orbital energy (alpha / beta) = -8.8 / -6.9 eV

=====

no.,maximum force (eV/Å)
1,7.78
2,3.69
3,4.63